# 1
Entry from the Open Molecules 2025 dataset: a cluster of 7 separate species, C6H27N5O7 in total (wB97M-V/def2-TZVPD).

Results
charge: -1
DFT total energy: -28442.0849 eV
gap between HOMO and LUMO (spin up / spin down): 2.85 / 10.00 eV
multiplicity: 2
strongest force on any atom: 9.1 eV/Å
lowest unoccupied orbital energy (spin up / spin down): 3.0 / 3.0 eV

Atoms and positions in Å:
C -0.22832 3.27742 -0.77002
O -0.19161 2.09303 -0.59611
N 0.55793 3.95134 -1.56918
N -0.95831 4.05437 -0.03441
H 0.79461 4.92217 -1.42233
H 1.19958 3.41280 -2.13340
H -0.76832 5.04570 -0.06997
H -1.32251 3.43744 0.67754
C 2.51026 1.97413 2.16642
O 1.76137 1.25501 2.66565
N 3.78901 1.80542 2.14769
N 2.09453 3.07599 1.72660
H 4.25395 2.59177 1.71691
H 4.24321 0.99542 2.54480
H 2.78783 3.77854 1.51242
H 1.18743 3.35897 2.06891
C -2.54392 -4.01073 0.81778
C -3.70413 -3.73990 -0.12602
C -3.41292 -2.77696 -1.33168
O -2.90373 -1.50010 -0.80961
C -1.51347 -1.29425 -0.63712
N -4.17904 -4.98189 -0.56474
H -1.76986 -4.27317 0.09664
H -2.70120 -4.69038 1.65529
H -2.26460 -3.11353 1.37015
H -4.44602 -3.26352 0.51490
H -4.34781 -2.72783 -1.88994
H -2.72646 -3.39362 -1.91185
H -1.42913 -0.36518 -0.07336
H -0.90824 -1.34572 -1.54219
H -1.09199 -2.06545 0.00764
H -3.42238 -5.53698 -0.93818
H -4.45349 -5.48404 0.26750
O 2.61414 2.31632 -2.90628
H 3.13516 2.45612 -3.69699
H 3.18671 1.81294 -2.32748
O -0.82829 0.93748 2.05137
H -0.70398 1.06465 1.11082
H 0.02121 1.15186 2.43687
O 1.79746 -0.31880 -0.32346
H 1.24932 0.40717 -0.62134
H 2.42495 0.08463 0.27630
O 4.68298 -1.68595 -0.35958
H 4.63127 -1.33941 -1.25035
H 3.89678 -1.35328 0.07337

Atomic forces in eV per Å
C 1.95 0.75 -0.39
O -0.26 -3.57 -0.27
N 2.07 0.77 -2.94
N -2.61 1.02 2.01
H -0.14 -0.28 -0.01
H 0.35 0.02 -0.03
H -0.60 -0.31 0.80
H -0.64 1.23 0.93
C 2.21 0.09 0.60
O -5.04 -6.55 3.82
N 4.25 -0.31 -0.65
N -1.84 6.59 -2.83
H 1.15 -0.66 0.05
H -0.09 0.33 -0.30
H -0.49 0.49 -0.29
H 0.15 0.14 -0.36
C 0.82 1.74 -0.28
C 0.13 1.91 1.59
C 1.07 -0.62 2.66
O -1.54 -1.21 -1.51
C 0.18 -0.89 0.69
N -1.53 -1.73 -1.02
H 0.78 -0.50 0.77
H -0.37 -0.71 -0.64
H 0.35 0.29 -0.37
H -0.59 0.11 -0.34
H 0.13 0.82 0.02
H 0.66 0.64 -0.57
H 0.13 -0.02 -0.55
H -0.28 0.49 -0.34
H 0.08 -0.01 0.13
H 0.25 -0.06 -0.28
H -0.31 -0.30 -0.05
O -0.57 0.22 -0.16
H 0.25 0.12 -0.34
H 0.34 -0.30 0.54
O -1.29 -0.03 0.22
H 0.22 0.21 -0.42
H 0.80 -0.09 0.13
O 0.25 -0.71 -0.16
H -0.40 0.60 -0.14
H 0.00 0.36 0.30
O 0.47 -0.31 0.23
H -0.13 0.19 -0.22
H -0.33 0.02 -0.06

# 2
Entry from the Open Molecules 2025 dataset: a structure of composition C22H49N2OP3PrS (wB97M-V/def2-TZVPD).

Results
charge: +3
DFT total energy: -81381.7467 eV
gap between HOMO and LUMO (spin up / spin down): 5.39 / 5.52 eV
multiplicity: 3
strongest force on any atom: 4.2 eV/Å
lowest unoccupied orbital energy (spin up / spin down): -9.6 / -9.5 eV
energy above the lowest of the compared OMol25 structures with the same formula, charge and spin: 0.8791 eV

Atoms and positions in Å:
Pr -0.00955 -0.13551 -0.79173
P 0.33842 -3.37933 -1.03053
P 2.72706 -0.27186 0.33953
P -2.91791 -0.04474 -0.95734
H 2.30761 5.19524 -0.25080
C 1.35806 4.65692 -0.16620
C 0.75733 4.47393 1.01892
H 1.20834 4.81755 1.96026
C 0.99120 -2.59348 -2.52519
C 1.49846 -4.66089 -0.53472
C -1.26370 -4.13172 -1.40877
C 3.32953 1.30084 1.07167
C 3.16363 -1.46233 1.67251
C 4.09970 -0.61325 -0.83535
C -3.48259 1.64366 -0.49935
C -4.14879 -1.09327 -0.11535
C -3.47846 -0.09608 -2.69662
H 0.89596 4.31520 -1.09729
H -0.23809 4.02197 1.08963
H 1.16278 -3.42827 -3.21534
H 1.95661 -2.09404 -2.34968
H 0.28820 -1.89953 -3.02171
H 1.59016 -5.44573 -1.29882
H 1.15639 -5.12250 0.40142
H 2.48606 -4.20534 -0.38673
H -1.16437 -4.79849 -2.28286
H -2.03164 -3.36979 -1.63771
H -1.60341 -4.73747 -0.55137
H 4.27951 1.59247 0.60228
H 3.48533 1.20945 2.15515
H 2.60287 2.10210 0.89240
H 4.23597 -1.39820 1.91403
H 2.93662 -2.48693 1.34850
H 2.57872 -1.26518 2.58003
H 5.02246 -0.86462 -0.29114
H 4.27512 0.27641 -1.45493
H 3.83599 -1.44836 -1.49708
H -4.41886 1.85989 -1.03569
H -2.71930 2.38397 -0.78068
H -3.64624 1.70285 0.58563
H -5.12942 -0.97171 -0.59481
H -4.21797 -0.81934 0.94534
H -3.83562 -2.14338 -0.19093
H -4.50758 0.28591 -2.74462
H -3.44429 -1.13252 -3.05703
H -2.82429 0.52257 -3.32792
C -0.19307 1.89134 -3.42690
C 0.53668 1.01651 -4.27755
C 0.17672 0.91207 -5.61684
C -0.74014 1.81435 -6.16940
C -1.28602 2.83649 -5.37569
C -0.98737 2.90450 -4.01770
O -0.21913 1.68392 -2.10967
H 0.22150 -2.50670 0.12724
H 1.30121 0.37668 -3.82677
H 0.63289 0.13219 -6.23156
H -0.99699 1.72018 -7.22708
H -1.96063 3.57750 -5.81349
H -1.39561 3.68511 -3.37848
C -1.94433 -1.42896 2.98683
N -1.00320 -0.67941 3.81329
C -1.33089 -0.68595 5.24742
C -0.33953 0.37913 3.28627
S -0.63970 0.92843 1.66544
N 0.52804 1.03890 4.11907
C 0.95683 2.39497 3.78788
C 1.51248 0.26564 4.88769
H -2.30334 -2.27590 3.58310
H -1.45095 -1.80782 2.08181
H -2.80248 -0.80779 2.68380
H -0.76636 0.09123 5.76227
H -2.40470 -0.50767 5.39320
H -1.08404 -1.66669 5.67056
H 1.46377 2.80504 4.66863
H 1.64529 2.40689 2.93171
H 0.08380 3.00833 3.54328
H 1.07505 -0.66398 5.25442
H 2.40605 0.03488 4.28749
H 1.82220 0.87952 5.74069

Atomic forces in eV per Å
Pr -0.56 3.84 -1.48
P -0.11 -1.75 -0.13
P 1.77 -0.08 0.69
P -1.23 0.54 -0.31
H -0.31 -0.29 0.05
C -0.23 -0.05 0.54
C 0.27 0.11 -0.41
H -0.20 -0.03 -0.50
C -0.09 0.67 0.27
C 0.22 0.13 0.31
C -0.37 0.25 0.20
C -0.27 0.49 -0.03
C -0.34 -0.29 0.04
C -0.21 -0.10 -0.35
C 0.39 0.12 0.21
C 0.14 -0.30 0.07
C 0.30 -0.23 -0.12
H 0.11 0.17 0.31
H 0.38 0.08 -0.04
H -0.04 0.07 0.02
H -0.21 -0.16 -0.03
H 0.15 -0.27 0.02
H -0.20 0.30 0.03
H 0.11 0.12 -0.18
H -0.16 -0.15 0.05
H 0.16 0.27 0.27
H 0.34 -0.28 0.10
H 0.16 0.25 -0.26
H -0.27 -0.15 0.15
H -0.07 -0.09 -0.32
H 0.18 -0.01 0.04
H -0.37 0.04 -0.12
H 0.15 0.12 0.14
H 0.11 -0.05 -0.24
H -0.31 0.13 -0.17
H -0.03 -0.26 0.08
H 0.29 0.11 0.07
H 0.29 -0.08 0.23
H -0.28 -0.15 0.03
H 0.04 0.02 -0.32
H 0.22 -0.03 0.20
H -0.03 -0.10 -0.31
H -0.29 0.15 0.08
H 0.28 -0.18 -0.08
H -0.12 0.23 -0.09
H -0.19 -0.10 0.11
C -0.16 0.15 -1.98
C -1.12 0.05 0.82
C 0.13 0.32 -0.27
C 0.02 -0.15 0.04
C 0.34 -0.15 -0.20
C 0.16 -0.71 0.43
O 0.86 -1.92 2.64
H 0.06 -0.50 -0.79
H -0.05 -0.03 -0.11
H -0.08 0.40 0.06
H 0.03 0.13 0.40
H 0.31 -0.27 0.11
H -0.11 -0.22 -0.12
C -0.12 -0.24 0.06
N -0.04 1.22 -0.83
C 0.06 -0.31 0.50
C 0.43 -0.47 1.47
S 0.09 -0.02 0.15
N -0.43 -0.58 -1.41
C 0.05 0.24 -0.21
C -0.04 -0.04 0.51
H 0.08 0.19 -0.23
H -0.11 0.06 0.22
H 0.30 -0.17 0.16
H -0.32 -0.21 -0.05
H 0.23 -0.03 -0.20
H -0.03 0.24 -0.01
H -0.19 -0.03 -0.25
H -0.15 0.05 0.25
H 0.25 -0.09 0.11
H 0.28 0.17 -0.06
H -0.26 0.18 0.07
H -0.05 -0.28 -0.12

# 3
Entry from the Open Molecules 2025 dataset: a cluster of 2 separate species, C2H4O2 in total (wB97M-V/def2-TZVPD).

Results
charge: 0
DFT total energy: -6229.4559 eV
gap between HOMO and LUMO: 8.01 eV
strongest force on any atom: 2.1 eV/Å
lowest unoccupied orbital energy: -0.1 eV
energy above the lowest of the compared OMol25 structures with the same formula, charge and spin: 4.8515 eV

Atoms and positions in Å:
C 0.95876 0.37703 1.38462
C -0.95997 0.14148 -1.68355
O 0.50059 -0.71499 1.10207
O -1.09608 -0.92390 -0.97391
H 1.88624 0.76930 1.02133
H 0.63677 1.26199 1.96035
H -1.37231 -0.04230 -2.69666
H -0.55401 -0.86861 -0.11425

Atomic forces in eV per Å
C 0.27 0.33 -0.59
C 0.93 0.68 0.56
O 0.21 1.49 1.02
O 0.51 -0.51 0.19
H 1.46 -0.77 -1.00
H -1.78 -0.93 0.69
H -0.51 -0.44 0.25
H -1.08 0.14 -1.11

# 4
Entry from the Open Molecules 2025 dataset: a cluster of 2 separate species, C4H5Cl3O in total (wB97M-V/def2-TZVPD).

Results
charge: 0
DFT total energy: -43837.1639 eV
gap between HOMO and LUMO: 7.85 eV
strongest force on any atom: 1.9 eV/Å
lowest unoccupied orbital energy: -1.1 eV
energy above the lowest of the compared OMol25 structures with the same formula, charge and spin: 6.6834 eV

Atoms and positions in Å:
C 1.87104 -1.23093 0.09010
C 3.66690 0.92417 -0.58940
C 0.40593 0.40733 -0.78742
C 0.52582 -1.19551 -0.53949
O -0.51366 -1.88535 0.09913
Cl 1.84390 -1.60077 1.72508
Cl 4.23843 -0.25625 -1.58669
Cl 4.65326 1.15664 0.80864
H 1.36740 0.87082 -0.49680
H -0.41664 0.76048 -0.14370
H 0.28383 0.60181 -1.90642
H 0.83012 -1.62319 -1.54352
H -0.20596 -1.88219 1.02485

Atomic forces in eV per Å
C -0.18 0.49 -0.43
C -0.48 0.91 0.74
C 0.12 -0.84 -0.67
C 1.58 0.10 -1.07
O 0.37 0.77 -0.08
Cl -0.12 -0.24 0.83
Cl 1.05 -0.57 -0.84
Cl 0.03 -0.24 -0.24
H -0.68 0.07 -0.12
H 0.29 -0.03 -0.53
H -0.21 -0.19 1.71
H -1.09 0.07 0.80
H -0.67 -0.30 -0.11